The following is a DFT calculation (the ωB97M-V functional and the def2-TZVPD basis) of C6H19N2O3Si as an isolated structure in a non-equilibrium geometry.

As for the energy relative to the best compared isomer or geometry (same formula, charge and spin): 380.8 kJ/mol. As for the net charge: +1. The spin multiplicity is 1. Its lowest unoccupied orbital energy is -2.73 eV. The calculation puts the frontier orbital gap at 8.95 eV.

Each line ends with the natural charge from an NBO analysis.
Atoms and positions in Å:
C (4.047, -0.196, -0.729)  -0.642
C (-2.543, 1.324, -2.020)  -0.253
C (-3.308, 0.497, 2.009)  -0.237
C (-1.354, -3.097, 0.020)  -0.227
C (2.978, 0.497, 0.093)  -0.233
C (0.486, 0.500, 0.604)  -0.246
N (0.703, 1.916, 0.793)  -0.912
N (1.609, 0.181, -0.426)  -0.536
O (-1.691, 0.263, -1.594)  -0.940
O (-2.837, 0.663, 0.714)  -0.914
O (-1.604, -1.731, 0.309)  -0.954
Si (-1.747, -0.228, -0.102)  2.335
H (5.147, -0.058, -0.345)  0.267
H (3.800, -1.297, -0.810)  0.211
H (4.063, 0.224, -1.765)  0.216
H (-1.908, 1.644, -2.894)  0.196
H (-2.326, 2.072, -1.259)  0.189
H (-3.561, 1.071, -2.273)  0.210
H (-2.580, 0.964, 2.757)  0.179
H (-3.406, -0.613, 2.125)  0.183
H (-4.262, 0.999, 1.961)  0.206
H (-0.294, -3.042, 0.131)  0.175
H (-1.620, -3.422, -1.011)  0.202
H (-1.807, -3.817, 0.808)  0.213
H (2.998, 1.564, 0.076)  0.242
H (3.110, 0.006, 1.036)  0.217
H (0.641, -0.085, 1.572)  0.211
H (0.358, 2.135, 1.830)  0.404
H (0.340, 2.556, 0.008)  0.388
H (1.581, -0.862, -0.451)  0.419
H (1.582, 0.515, -1.384)  0.431


The following is a DFT calculation (the ωB97M-V functional and the def2-TZVPD basis) of C6H19N2O7Y as an isolated structure in a non-equilibrium geometry.

As for the net charge: -1. The spin multiplicity is 2. Its lowest unoccupied orbital energy (alpha / beta) is 2.63 / 2.26 eV. The calculation puts the frontier orbital gap (alpha / beta) at 6.60 / 5.26 eV.

Each line ends with the natural charge from an NBO analysis.
Atoms and positions in Å:
Y (-0.633, 0.700, 0.999)  2.045
O (0.646, 2.694, 0.999)  -0.829
H (0.893, 3.507, 0.516)  0.418
O (-1.638, 2.063, 2.432)  -1.188
H (-2.475, 2.564, 2.476)  0.434
O (-2.592, -0.166, 0.625)  -1.252
H (-3.554, -0.004, 0.566)  0.450
O (0.897, 0.791, 2.732)  -0.846
H (0.545, 0.371, 3.541)  0.416
O (1.408, 0.118, 0.100)  -1.186
H (1.224, -0.728, -0.352)  0.392
C (-0.221, 1.202, -2.420)  0.579
O (-0.790, 1.092, -1.302)  -0.636
N (-0.061, 2.300, -3.133)  -0.411
C (-0.662, 3.517, -2.753)  -0.430
C (0.404, 2.210, -4.539)  -0.421
H (0.382, 0.362, -2.799)  0.130
H (0.239, 4.125, -2.833)  0.195
H (-0.947, 3.674, -1.713)  0.265
H (-1.474, 3.917, -3.361)  0.190
H (0.543, 1.197, -4.916)  0.216
H (-0.087, 2.758, -5.343)  0.205
H (1.405, 2.631, -4.629)  0.195
C (-0.733, -2.509, 2.364)  0.586
O (-0.753, -1.346, 2.205)  -0.572
N (0.380, -3.281, 2.124)  -0.442
C (1.692, -2.781, 1.743)  -0.472
C (0.326, -4.736, 2.184)  -0.410
H (-1.533, -3.084, 2.853)  0.108
H (1.892, -2.804, 0.672)  0.201
H (2.564, -3.095, 2.317)  0.195
H (1.698, -1.697, 1.858)  0.298
H (-0.707, -5.075, 2.258)  0.200
H (0.916, -5.311, 1.471)  0.201
H (0.807, -5.177, 3.056)  0.175


The following is a DFT calculation (the ωB97M-V functional and the def2-TZVPD basis) of a 4-piece molecular cluster, C6H19NO3 overall in a non-equilibrium geometry.

As for the energy relative to the best compared isomer or geometry (same formula, charge and spin): 468.8 kJ/mol. As for the net charge: 0. The spin multiplicity is 1. Its lowest unoccupied orbital energy is 0.26 eV. The calculation puts the frontier orbital gap at 9.23 eV. The structure (SMILES) is C=C(CC)CCN.O.O.O.

Each line ends with the natural charge from an NBO analysis.
Atoms and positions in Å:
C (2.063, 0.230, 0.952)  -0.433
C (0.714, -0.018, 1.029)  0.089
C (-0.211, 0.991, 1.729)  -0.498
C (-0.605, 2.130, 0.894)  -0.627
C (-0.009, -1.144, 0.253)  -0.512
C (-1.457, -1.207, 0.032)  -0.225
N (-2.015, -0.316, -1.000)  -0.845
H (2.416, -0.403, 0.236)  0.184
H (2.562, 1.053, 1.339)  0.209
H (0.026, 1.344, 2.749)  0.227
H (-1.060, 0.447, 2.114)  0.190
H (-0.470, 2.008, -0.238)  0.209
H (-1.695, 2.572, 1.128)  0.213
H (-0.151, 3.142, 1.051)  0.226
H (0.373, -2.057, 0.681)  0.236
H (0.670, -1.203, -0.796)  0.253
H (-1.983, -1.053, 0.994)  0.164
H (-1.878, -2.216, -0.279)  0.208
H (-2.006, -0.761, -1.799)  0.350
H (-1.713, 0.648, -1.000)  0.366
O (1.657, -1.859, -2.489)  -0.953
H (1.462, -2.618, -3.111)  0.489
H (2.708, -1.834, -2.461)  0.479
O (3.505, 0.631, -3.255)  -0.913
H (2.902, 0.017, -2.968)  0.463
H (3.157, 1.372, -3.359)  0.448
O (-3.237, -0.025, 2.794)  -0.956
H (-2.432, 0.701, 2.782)  0.481
H (-3.291, -0.574, 1.997)  0.478


The following is a DFT calculation (the ωB97M-V functional and the def2-TZVPD basis) of a 5-piece molecular cluster, C6H20IO6 overall in a non-equilibrium geometry.

As for the energy relative to the best compared isomer or geometry (same formula, charge and spin): 127.9 kJ/mol. As for the net charge: -1. The spin multiplicity is 1. Its lowest unoccupied orbital energy is 3.32 eV. The calculation puts the frontier orbital gap at 8.66 eV.

Each line ends with the natural charge from an NBO analysis.
Atoms and positions in Å:
I (14.426, -16.517, 19.890)  -0.931
C (15.096, -15.161, 24.104)  -0.234
O (14.562, -16.352, 23.723)  -0.740
H (16.097, -15.239, 24.528)  0.145
H (15.176, -14.350, 23.380)  0.167
H (14.450, -14.671, 24.832)  0.151
H (14.438, -16.454, 22.777)  0.501
C (10.897, -14.313, 20.320)  -0.253
O (11.842, -14.252, 21.409)  -0.768
H (11.056, -13.554, 19.554)  0.153
H (11.174, -15.285, 19.913)  0.192
H (9.836, -14.198, 20.545)  0.169
H (12.733, -14.552, 21.212)  0.497
C (17.022, -14.329, 17.344)  -0.101
C (15.589, -14.073, 16.737)  -0.092
O (14.612, -13.604, 17.614)  -0.731
O (17.335, -15.751, 17.368)  -0.746
H (17.073, -14.002, 18.383)  0.174
H (17.802, -13.749, 16.850)  0.165
H (15.399, -15.031, 16.253)  0.171
H (15.722, -13.345, 15.936)  0.157
H (14.331, -14.326, 18.181)  0.495
H (16.671, -16.154, 17.932)  0.487
C (14.017, -21.061, 20.877)  -0.088
C (15.508, -20.850, 20.656)  -0.093
O (16.004, -19.677, 19.994)  -0.757
O (13.432, -20.009, 21.630)  -0.730
H (13.838, -22.024, 21.355)  0.172
H (13.535, -21.055, 19.899)  0.157
H (16.065, -21.654, 20.174)  0.180
H (15.875, -20.679, 21.668)  0.156
H (15.727, -18.818, 20.323)  0.493
H (13.859, -19.172, 21.429)  0.484


The following is a DFT calculation (the ωB97M-V functional and the def2-TZVPD basis) of C6H20LiN4O6 as an isolated structure in a non-equilibrium geometry.

As for the energy relative to the best compared isomer or geometry (same formula, charge and spin): 228.6 kJ/mol. As for the net charge: +1. The spin multiplicity is 1. Its lowest unoccupied orbital energy is -2.12 eV. The calculation puts the frontier orbital gap at 10.44 eV.

Each line ends with the natural charge from an NBO analysis.
Atoms and positions in Å:
Li (5.964, 8.244, 7.563)  0.892
C (9.243, 9.581, 8.131)  0.748
O (8.139, 9.091, 8.230)  -0.730
N (9.985, 9.914, 9.125)  -0.797
N (9.710, 10.112, 7.095)  -0.785
H (9.700, 9.725, 10.075)  0.417
H (10.881, 10.298, 8.861)  0.384
H (10.559, 10.655, 7.155)  0.382
H (9.395, 9.957, 6.148)  0.405
C (4.136, 8.649, 9.991)  0.778
O (4.422, 8.648, 8.802)  -0.743
N (3.910, 9.664, 10.762)  -0.811
N (3.974, 7.551, 10.694)  -0.811
H (3.690, 9.593, 11.745)  0.406
H (4.099, 10.522, 10.264)  0.408
H (3.627, 7.663, 11.636)  0.386
H (4.125, 6.656, 10.250)  0.412
C (5.437, 9.969, 5.424)  -0.090
C (5.948, 8.519, 4.973)  -0.094
O (5.500, 7.427, 5.786)  -0.765
O (5.759, 10.129, 6.795)  -0.753
H (4.368, 9.814, 5.282)  0.181
H (5.857, 10.775, 4.823)  0.193
H (7.013, 8.597, 5.190)  0.160
H (5.758, 8.340, 3.915)  0.202
H (5.332, 6.644, 5.256)  0.510
H (5.617, 11.026, 7.108)  0.501
C (8.024, 5.500, 10.036)  -0.089
C (7.554, 5.927, 8.555)  -0.099
O (6.180, 6.190, 8.604)  -0.741
O (7.347, 4.289, 10.347)  -0.744
H (7.736, 6.282, 10.738)  0.173
H (9.082, 5.239, 10.082)  0.173
H (7.795, 5.056, 7.946)  0.165
H (8.084, 6.794, 8.162)  0.200
H (5.838, 5.375, 8.980)  0.490
H (8.022, 3.675, 10.646)  0.486


The following is a DFT calculation (the ωB97M-V functional and the def2-TZVPD basis) of a 6-piece molecular cluster, C6H20NO6 overall in a non-equilibrium geometry.

As for the energy relative to the best compared isomer or geometry (same formula, charge and spin): 0.0 kJ/mol. As for the net charge: +1. The spin multiplicity is 1. Its lowest unoccupied orbital energy is -3.75 eV. The calculation puts the frontier orbital gap at 8.70 eV.

Each line ends with the natural charge from an NBO analysis.
Atoms and positions in Å:
O (3.356, -2.219, -0.887)  -0.493
C (2.172, -2.189, -1.109)  0.422
C (1.621, -0.657, -1.370)  -0.485
C (1.527, 0.097, 0.043)  -0.484
C (0.507, -0.602, 0.840)  0.179
C (0.600, -1.750, 1.487)  -0.449
C (-1.879, -0.874, 0.461)  0.229
N (-0.844, -0.057, 0.696)  -0.503
H (1.535, -3.028, -1.369)  0.139
H (0.604, -0.849, -1.662)  0.181
H (2.068, -0.140, -2.321)  0.259
H (1.253, 1.152, -0.139)  0.250
H (2.610, -0.005, 0.403)  0.254
H (1.595, -2.217, 1.550)  0.236
H (-0.241, -2.314, 1.994)  0.235
H (-2.880, -0.458, 0.462)  0.231
H (-1.796, -1.925, 0.268)  0.226
H (-0.862, 0.929, 0.633)  0.445
H (-0.504, 1.409, -4.385)  0.495
H (0.159, 1.872, -3.217)  0.483
O (-0.272, 1.076, -3.461)  -0.944
H (-2.785, -1.376, 3.407)  0.513
H (-1.626, -0.173, 3.184)  0.509
O (-2.371, -0.690, 2.760)  -0.974
H (-2.731, 0.796, -1.790)  0.471
H (-1.477, 0.406, -2.401)  0.519
O (-1.970, 0.392, -1.528)  -0.978
H (1.955, 1.852, 2.427)  0.497
H (1.877, 0.219, 2.433)  0.488
O (1.350, 1.046, 2.544)  -0.959
H (-0.950, 3.693, 0.782)  0.485
H (-1.150, 3.129, -0.681)  0.474
O (-0.450, 3.454, -0.056)  -0.951


Computed values of calculated total energy (unit: a.u.) for the preceding records, in sequence: -864.4913, -914.5383, -520.3051, -989.7609, -918.4866, -746.4426.